[1]
DFT (wB97M-V/def2-TZVPD) results for one molecule with the formula C5H10O.

Frontier orbital gap, eV: 8.84
Charge: 0
Energy relative to the best compared isomer or geometry (same formula, charge and spin), kcal per mole: 102.4
E_HOMO, eV: -7.9002
LUMO energy, eV: 0.937

Atoms and positions in Å:
O: 0.958619 -0.506092 -0.291958
C: -0.920195 0.678974 1.024467
C: 0.588285 0.928302 -1.083066
C: -1.372804 -0.769267 -0.988353
C: -0.392439 0.151200 -0.290420
C: 1.989544 -0.198574 0.658087
H: 0.523753 0.524502 -2.109951
H: -0.202588 1.302525 1.560327
H: -2.151711 -0.136557 -1.430917
H: -0.874994 -1.305102 -1.800571
H: 2.869658 0.068505 0.071145
H: 2.179842 -1.095130 1.254475
H: -1.775427 1.320470 0.781035
H: -1.859691 -1.490160 -0.321555
H: -1.285586 -0.122502 1.677365
H: 1.725735 0.648906 1.289890

Forces on atoms 1 to 3 (eV/Å):
0.10 0.04 -0.08
0.09 0.00 0.02
-0.26 -0.15 -0.18

***

[2]
DFT (wB97M-V/def2-TZVPD) results for C5H7NO as an isolated structure in a non-equilibrium geometry.

Frontier orbital gap (alpha / beta), eV: 8.33 / 8.33
Charge: 0
Energy relative to the best compared isomer or geometry (same formula, charge and spin), kcal per mole: 124.3
E_HOMO (alpha / beta), eV: -8.1903 / -8.1893
LUMO energy (alpha / beta), eV: 0.142 / 0.142

Atoms and positions in Å:
O: -1.006933 -2.095649 1.354345
N: -0.609477 0.667191 -1.521516
C: -0.975913 -0.955555 0.652281
C: 0.374889 1.605725 -0.898899
C: 0.099692 -0.323477 -1.087723
C: 0.852045 0.451701 -0.041701
C: -0.112830 0.063725 1.050304
H: 1.915951 0.316204 0.215129
H: -0.155304 -2.101049 1.804438
H: -0.040988 2.480781 -0.429656
H: 0.307852 -1.246110 -1.619491
H: 0.152232 0.156526 2.109096
H: -1.897125 -0.920204 0.082389
H: 1.095909 1.900191 -1.668995

Forces on atoms 1 to 3 (eV/Å):
-0.22 -0.31 0.88
0.31 -0.23 -0.90
-0.91 0.33 1.78

***

[3]
DFT (wB97M-V/def2-TZVPD) results for a 2-piece molecular cluster, C4H3Cl2O3S2 overall in a non-equilibrium geometry.

Frontier orbital gap (alpha / beta), eV: 5.97 / 7.33
Charge: -1
Energy relative to the best compared isomer or geometry (same formula, charge and spin), kcal per mole: 64.5
E_HOMO (alpha / beta), eV: -3.5825 / -4.4158
LUMO energy (alpha / beta), eV: 2.388 / 2.918

Atoms and positions in Å:
Cl: 3.395673 -2.119505 -0.657983
Cl: 0.013320 -0.624808 2.606036
S: -2.707647 0.610785 -0.596582
S: 0.618791 -2.116517 0.263202
O: -3.847836 -0.326833 -0.688933
O: -2.813755 1.704432 0.289522
O: -1.935359 0.819437 -1.790239
C: 0.547243 0.559875 0.229533
C: 1.877381 0.116462 -0.210991
C: 2.066985 -1.184025 -0.254474
C: -0.243708 -0.629206 0.868545
H: 0.415207 1.484128 0.990189
H: 2.736064 0.804258 -0.391734
H: -0.122356 0.901514 -0.656092

Forces on atoms 1 to 3 (eV/Å):
1.26 -0.34 -0.47
-0.40 0.25 1.12
-0.84 -3.37 -0.32

***

[4]
DFT (wB97M-V/def2-TZVPD) results for C11H30N2O3Sn as an isolated structure in a non-equilibrium geometry.

Frontier orbital gap, eV: 2.29
Charge: +2
E_HOMO, eV: -14.0545
LUMO energy, eV: -11.763

Atoms and positions in Å:
Sn: 1.391812 -2.206429 2.017247
O: -1.352868 -0.970409 -1.950533
O: -2.974198 0.837891 3.772937
O: 4.280052 1.483821 0.114387
N: 6.005932 -0.681259 0.484547
N: -2.773778 -3.602609 -2.047763
C: -5.291158 0.672811 4.071437
C: 5.512452 1.382431 -0.669293
C: -4.166748 2.897761 3.544427
C: -0.573968 -0.769279 -3.082703
C: -4.807968 -2.511459 -2.527843
C: -2.759208 -1.133489 -2.086853
C: 6.621442 0.484561 -0.069213
C: -3.316358 -2.445359 -2.663413
C: 3.565852 2.711651 0.146407
C: 7.606462 -0.047479 -1.117603
C: -4.066748 1.566001 4.259617
H: 6.706112 -1.384419 0.672717
H: -5.571288 0.624701 3.019147
H: -0.776988 0.200761 -3.536443
H: -3.178408 -0.985329 -1.091653
H: -4.978468 3.485481 3.973157
H: -5.132798 -2.492809 -1.487533
H: -2.865698 0.040451 4.296317
H: -5.382498 -1.769919 -3.082953
H: -3.966188 1.644761 5.342107
H: -2.849178 -3.528559 -1.043303
H: 5.883462 2.388801 -0.863343
H: 7.128362 -0.692309 -1.854973
H: -5.135678 -0.335069 4.456277
H: -6.187728 1.028901 4.578857
H: -0.708858 -1.608879 -3.764603
H: -3.178848 -0.293329 -2.640153
H: -5.158398 -3.448359 -2.960843
H: 7.992122 0.728341 -1.779023
H: 2.586812 2.684621 0.624797
H: -3.303548 3.558671 3.465677
H: -2.987188 -2.414819 -3.702073
H: 0.503332 -0.805689 -2.920863
H: -1.792088 -3.740959 -2.240783
H: 3.379082 2.997481 -0.888733
H: 7.101082 1.018461 0.751147
H: 5.356482 0.886741 -1.627443
H: 4.177922 3.528741 0.528297
H: 5.454832 -1.091579 -0.255743
H: 8.427522 -0.607779 -0.670353
H: -4.444268 2.713731 2.506537

Forces on atoms 1 to 3 (eV/Å):
0.14 0.27 -0.17
-0.31 -0.59 1.51
1.79 -0.32 -0.87

***

no.,E (eV)
1,-7390.3233
2,-8830.8132
3,-57053.0422
4,-26823.4843